The following is a DFT calculation (wB97M-V/def2-TZVPD) of C6H12CoN2PS as an isolated structure at a distorted geometry.

Calculated values
Energy above the lowest of the compared OMol25 structures with the same formula, charge and spin   0.0 kcal/mol
E_tot   -2467.4833 hartree
Molecular weight   234.2 u
Frontier orbital gap (spin up / spin down)   4.022 / 7.676 eV
Highest occupied orbital energy (spin up / spin down)   -3.3 / -8.1 eV
Expectation value of S²   6.023
Multiplicity   5

```
23
C6H12CoN2PS (wB97M-V/def2-TZVPD)
C -0.430 -0.131 -1.884
C -1.234 0.941 -1.364
C -0.356 1.946 -0.842
C 1.007 1.530 -1.088
C 0.965 0.239 -1.729
Co 0.080 0.170 0.044
P -0.064 -2.040 0.275
H -0.811 -1.019 -2.383
H -2.319 0.975 -1.334
H -0.657 2.856 -0.328
H 1.827 -0.317 -2.087
H 1.896 2.112 -0.863
H 1.061 -2.772 -0.207
H -1.125 -2.703 -0.410
H -0.227 -2.700 1.515
N 0.370 -1.027 3.943
C 0.161 0.230 3.523
N -0.556 1.069 4.283
S 0.890 0.788 2.083
H 0.061 -1.345 4.861
H 0.996 -1.629 3.413
H -0.691 2.020 3.964
H -0.820 0.836 5.235
```